Entry 1:
{"formula": "C4H4O", "method": "the ωB97M-V functional and the def2-TZVPD basis", "energy_ha": -229.8652, "e_lumo_ev": 0.361, "gap_ha": 0.3704, "symbols": ["C", "C", "C", "C", "O", "H", "H", "H", "H"], "xyz": [[-1.603, 0.825, 0.484], [-1.117, 0.900, -0.639], [0.284, 0.344, -0.539], [0.867, -0.835, 0.146], [0.464, -0.863, -1.213], [-2.105, 0.776, 1.401], [0.947, 1.163, -0.757], [0.306, -1.466, 0.829], [1.957, -0.843, 0.287]]}



Entry 2:
{"formula": "C38H82O21", "method": "the ωB97M-V functional and the def2-TZVPD basis", "energy_ha": -3076.7607, "e_lumo_ev": 0.227, "gap_ha": 0.3354, "symbols": ["C", "O", "C", "C", "O", "C", "C", "O", "C", "H", "H", "H", "H", "H", "H", "H", "H", "H", "H", "H", "H", "H", "H", "C", "O", "C", "C", "O", "C", "C", "O", "C", "H", "H", "H", "H", "H", "H", "H", "H", "H", "H", "H", "H", "H", "H", "C", "O", "C", "C", "O", "C", "C", "O", "C", "H", "H", "H", "H", "H", "H", "H", "H", "H", "H", "H", "H", "H", "H", "C", "O", "C", "C", "O", "C", "C", "O", "C", "H", "H", "H", "H", "H", "H", "H", "H", "H", "H", "H", "H", "H", "H", "C", "O", "C", "C", "O", "C", "C", "O", "C", "H", "H", "H", "H", "H", "H", "H", "H", "H", "H", "H", "H", "H", "H", "C", "C", "C", "O", "C", "O", "O", "H", "H", "H", "H", "H", "H", "C", "C", "C", "O", "C", "O", "O", "H", "H", "H", "H", "H", "H"], "xyz": [[-7.973, -3.048, 3.421], [-8.053, -4.422, 3.113], [-7.277, -4.812, 1.972], [-5.792, -5.011, 2.311], [-5.213, -3.798, 2.679], [-3.807, -3.850, 2.827], [-3.253, -2.430, 3.015], [-3.542, -2.078, 4.340], [-3.309, -0.768, 4.762], [-8.282, -2.403, 2.584], [-6.927, -2.752, 3.523], [-8.553, -2.731, 4.282], [-7.361, -4.003, 1.244], [-7.648, -5.781, 1.649], [-5.396, -5.370, 1.349], [-5.726, -5.779, 3.087], [-3.362, -4.380, 1.978], [-3.573, -4.456, 3.709], [-3.498, -1.721, 2.214], [-2.157, -2.459, 2.919], [-3.677, -0.753, 5.793], [-3.696, 0.019, 4.113], [-2.264, -0.524, 5.013], [2.172, -3.637, -2.839], [1.685, -2.956, -1.704], [0.626, -2.067, -2.048], [-0.637, -2.808, -2.500], [-0.634, -3.131, -3.870], [-1.910, -3.446, -4.432], [-1.868, -3.105, -5.906], [-2.829, -2.035, -6.075], [-2.905, -1.544, -7.400], [3.256, -3.746, -2.753], [2.001, -3.143, -3.802], [1.632, -4.592, -2.889], [0.935, -1.252, -2.706], [0.357, -1.528, -1.138], [-1.467, -2.129, -2.255], [-0.863, -3.708, -1.916], [-2.720, -2.871, -3.977], [-2.110, -4.506, -4.271], [-2.194, -4.006, -6.431], [-0.945, -2.652, -6.261], [-1.933, -1.611, -7.903], [-3.288, -0.529, -7.399], [-3.535, -2.203, -8.006], [7.245, -0.306, 0.385], [7.059, -0.834, -0.923], [6.844, 0.146, -1.912], [6.142, 1.448, -1.518], [7.086, 2.327, -0.924], [6.633, 3.659, -0.824], [5.300, 3.887, -0.132], [5.272, 3.204, 1.091], [3.956, 3.159, 1.590], [7.395, -1.069, 1.146], [6.291, 0.176, 0.630], [8.073, 0.405, 0.400], [6.376, -0.296, -2.799], [7.759, 0.387, -2.475], [5.354, 1.138, -0.828], [5.782, 1.958, -2.414], [6.567, 4.091, -1.834], [7.439, 4.217, -0.347], [4.517, 3.480, -0.778], [5.315, 4.986, -0.142], [3.246, 2.960, 0.778], [3.698, 4.121, 2.048], [3.773, 2.412, 2.363], [-0.596, 4.968, 6.656], [0.270, 4.793, 5.549], [0.093, 3.669, 4.739], [-0.769, 3.931, 3.503], [0.044, 4.628, 2.557], [-0.774, 5.149, 1.518], [0.017, 5.471, 0.267], [0.639, 4.320, -0.265], [1.618, 4.613, -1.254], [-0.147, 4.519, 7.546], [-1.539, 4.424, 6.528], [-0.759, 6.040, 6.722], [-0.320, 2.828, 5.308], [1.063, 3.318, 4.379], [-1.674, 4.430, 3.861], [-1.086, 2.972, 3.079], [-1.283, 6.089, 1.750], [-1.449, 4.316, 1.294], [0.805, 6.175, 0.578], [-0.554, 6.057, -0.461], [2.018, 3.637, -1.531], [2.456, 5.247, -0.956], [1.081, 5.035, -2.110], [-4.610, 2.852, -2.001], [-3.687, 2.678, -0.959], [-2.351, 2.538, -1.391], [-2.047, 1.082, -1.803], [-0.652, 0.815, -1.728], [0.122, 1.371, -2.761], [-0.126, 0.907, -4.192], [-1.060, 1.810, -4.800], [-1.130, 1.597, -6.209], [-4.256, 3.640, -2.689], [-5.605, 3.109, -1.656], [-4.588, 2.014, -2.713], [-1.750, 2.760, -0.507], [-2.037, 3.264, -2.148], [-2.451, 0.848, -2.789], [-2.404, 0.428, -1.006], [1.182, 1.144, -2.601], [0.113, 2.455, -2.618], [-0.597, -0.081, -4.288], [0.795, 0.858, -4.783], [-0.187, 1.870, -6.688], [-1.869, 2.319, -6.556], [-1.479, 0.577, -6.380], [2.514, -4.656, 3.267], [2.438, -3.927, 1.909], [2.385, -4.727, 0.650], [0.963, -4.822, 0.364], [0.291, -3.987, 1.159], [-0.891, -3.901, 1.238], [1.150, -3.310, 1.999], [1.561, -5.014, 3.647], [3.035, -4.032, 3.987], [3.111, -5.560, 3.083], [3.203, -3.149, 1.959], [2.856, -5.704, 0.751], [2.796, -4.260, -0.240], [2.453, -0.255, 0.719], [1.455, 0.439, 1.652], [0.013, -0.004, 1.730], [-0.224, -0.152, 3.123], [0.908, 0.035, 3.815], [1.047, -0.025, 5.001], [1.928, 0.237, 2.987], [2.606, 0.376, -0.160], [2.035, -1.163, 0.278], [3.400, -0.417, 1.225], [1.447, 1.503, 1.391], [0.004, -0.950, 1.183], [-0.569, 0.802, 1.291]]}



Entry 3:
{"formula": "C14H22ClF3N7O12PS", "method": "the ωB97M-V functional and the def2-TZVPD basis", "energy_ha": -3331.5469, "e_lumo_ev": -1.434, "gap_ha": 0.2615, "symbols": ["O", "C", "C", "C", "C", "C", "P", "O", "Cl", "C", "N", "S", "N", "C", "C", "C", "F", "F", "F", "H", "H", "H", "H", "H", "H", "H", "C", "N", "O", "O", "H", "H", "H", "C", "N", "O", "O", "H", "H", "H", "C", "N", "O", "O", "H", "H", "H", "C", "N", "O", "O", "H", "H", "H", "C", "N", "O", "O", "H", "H", "H"], "xyz": [[-1.038, 1.625, 3.462], [-1.558, 0.435, 4.106], [-1.103, -0.933, 3.398], [-1.921, -1.106, 2.037], [-1.720, -0.051, 0.890], [-2.536, -0.187, -0.412], [-2.262, 1.131, -1.771], [-3.785, 1.958, -1.892], [-0.909, 2.622, -1.086], [-3.573, -1.337, -0.682], [-4.392, -1.490, -1.864], [-5.303, -2.916, -1.478], [-4.695, -3.322, 0.066], [-3.700, -2.368, 0.504], [-2.897, -2.288, 1.844], [-3.141, 0.618, 4.276], [-3.874, -0.586, 4.378], [-3.625, 1.502, 3.269], [-3.336, 1.307, 5.534], [-0.137, 1.462, 3.105], [-1.113, 0.431, 5.173], [-1.175, -1.835, 4.109], [0.008, -0.806, 3.096], [-0.998, 0.825, 1.000], [-4.152, 1.886, -0.970], [-3.073, -3.108, 2.613], [2.938, -0.293, -0.446], [1.801, -0.861, 0.324], [1.087, -0.078, 0.937], [1.661, -2.072, 0.288], [2.940, 0.789, -0.324], [3.854, -0.728, -0.048], [2.794, -0.563, -1.492], [-4.784, 4.241, 6.088], [-4.791, 5.558, 6.777], [-5.877, 6.057, 7.022], [-3.704, 6.043, 7.048], [-5.812, 3.932, 5.910], [-4.251, 4.366, 5.146], [-4.275, 3.531, 6.739], [4.134, -3.905, -2.886], [3.524, -2.579, -3.166], [4.034, -1.600, -2.635], [2.557, -2.562, -3.907], [4.980, -3.768, -2.215], [3.369, -4.526, -2.419], [4.458, -4.323, -3.833], [8.459, -3.485, -5.137], [7.427, -4.081, -4.250], [6.293, -4.182, -4.696], [7.788, -4.428, -3.138], [7.998, -3.225, -6.088], [8.845, -2.595, -4.640], [9.242, -4.230, -5.277], [-0.569, 4.178, -4.612], [0.509, 3.155, -4.650], [1.394, 3.302, -5.478], [0.428, 2.242, -3.846], [-0.370, 4.926, -5.377], [-1.512, 3.668, -4.806], [-0.560, 4.628, -3.619]]}



Entry 4:
{"formula": "C12H25IrN2O2P", "method": "the ωB97M-V functional and the def2-TZVPD basis", "spin_multiplicity": 2, "total_charge": 4, "energy_ha": -1176.3251, "e_lumo_ev": [-14.917, -16.231], "gap_ha": [0.3184, 0.2848], "symbols": ["Ir", "C", "C", "C", "C", "C", "C", "C", "C", "C", "C", "H", "H", "H", "H", "H", "H", "H", "H", "H", "H", "H", "H", "H", "H", "H", "N", "C", "P", "O", "O", "C", "N", "H", "H", "H", "H", "H", "H", "H", "H", "H", "H"], "xyz": [[0.534, 0.044, 0.220], [2.132, 0.877, -0.969], [1.159, 0.350, -1.882], [1.002, -1.056, -1.590], [1.958, -1.445, -0.573], [2.634, -0.240, -0.141], [3.718, -0.171, 0.864], [2.176, -2.817, -0.071], [0.078, -1.974, -2.281], [0.485, 1.101, -2.951], [2.691, 2.238, -0.873], [4.667, -0.336, 0.333], [3.633, -0.951, 1.620], [3.785, 0.802, 1.346], [2.887, -3.315, -0.744], [1.265, -3.413, -0.080], [2.629, -2.827, 0.919], [0.641, -2.391, -3.130], [-0.799, -1.483, -2.693], [-0.217, -2.823, -1.668], [1.097, 0.926, -3.852], [0.488, 2.178, -2.791], [-0.509, 0.730, -3.193], [3.101, 2.448, 0.112], [1.972, 3.014, -1.139], [3.519, 2.314, -1.593], [-3.192, 2.670, 0.094], [-3.507, 1.270, 0.546], [-2.078, 0.180, 1.047], [-0.864, 0.942, 1.599], [-1.511, -0.637, -0.108], [-2.883, -0.906, 2.343], [-2.170, -0.994, 3.670], [-2.526, 3.152, 0.706], [-4.052, 3.236, 0.098], [-2.833, 2.712, -0.864], [-4.043, 0.758, -0.257], [-4.185, 1.366, 1.394], [-2.983, -1.911, 1.931], [-3.889, -0.538, 2.548], [-2.835, -1.245, 4.414], [-1.727, -0.114, 3.956], [-1.451, -1.722, 3.686]]}



Entry 5:
{"formula": "C3H8O2S", "method": "the ωB97M-V functional and the def2-TZVPD basis", "energy_ha": -667.5976, "e_lumo_ev": -2.046, "gap_ha": 0.2650, "symbols": ["O", "C", "C", "C", "S", "H", "H", "H", "H", "H", "H", "H", "H", "O"], "xyz": [[-2.089, 0.590, 1.228], [-1.303, -0.277, 1.011], [0.079, 0.056, 0.392], [1.253, -0.829, 0.665], [2.500, -0.208, -0.394], [-1.697, -1.412, 0.954], [-0.152, 0.108, -0.764], [0.367, 1.089, 0.637], [1.129, -1.884, 0.310], [1.319, -0.731, 1.721], [1.119, -1.372, -1.486], [-3.266, 1.491, -1.822], [-1.949, 1.073, -1.065], [-2.540, 0.817, -1.801]]}



Entry 6:
{"formula": "C4H13NO2", "method": "the ωB97M-V functional and the def2-TZVPD basis", "energy_ha": -365.3537, "e_lumo_ev": 0.829, "gap_ha": 0.3494, "symbols": ["C", "C", "C", "C", "N", "H", "H", "H", "H", "H", "H", "H", "H", "H", "H", "H", "O", "H", "H", "O"], "xyz": [[-2.680, -0.525, 0.432], [-1.540, -1.032, 1.276], [-0.317, -0.210, 1.229], [-0.077, 0.887, 0.537], [1.269, 1.358, 0.077], [-2.696, -0.364, -0.690], [-3.560, -1.126, 0.744], [-3.124, 0.428, 0.899], [-1.250, -2.026, 0.938], [-1.811, -1.186, 2.284], [0.485, -0.516, 1.898], [-0.971, 1.246, -0.128], [1.375, 2.291, -0.104], [1.775, 1.136, 1.012], [0.687, 0.884, -3.259], [1.235, 0.441, -1.822], [1.513, 0.653, -2.824], [2.841, -0.448, -1.436], [3.497, -1.368, -0.360], [3.349, -0.522, -0.701]]}



Entry 7:
{"formula": "C7H11N", "method": "the ωB97M-V functional and the def2-TZVPD basis", "energy_ha": -327.9721, "e_lumo_ev": 0.958, "gap_ha": 0.3409, "symbols": ["C", "C", "C", "C", "C", "C", "C", "H", "H", "H", "H", "H", "H", "H", "H", "H", "H", "H", "N"], "xyz": [[-0.282, 3.045, -0.113], [-1.265, -1.196, -0.698], [-0.367, -0.072, -0.952], [0.826, 0.112, -0.343], [1.333, -0.982, 0.363], [0.618, -2.198, 0.554], [-0.644, -2.293, -0.009], [0.520, 2.409, 1.728], [-0.887, 1.557, 1.215], [-0.375, 2.482, -1.090], [-1.179, 3.676, 0.047], [0.563, 3.743, -0.105], [-2.338, -1.416, -1.225], [-0.643, 0.756, -1.672], [1.255, 1.165, -0.297], [2.175, -0.620, 1.140], [1.085, -3.006, 1.171], [-1.423, -3.120, 0.221], [-0.009, 1.983, 0.867]]}



Entry 8:
{"formula": "C16H23Cl2F3O15", "method": "the ωB97M-V functional and the def2-TZVPD basis", "energy_ha": -2972.0953, "e_lumo_ev": -0.152, "gap_ha": 0.4069, "symbols": ["C", "O", "C", "O", "O", "C", "H", "H", "H", "H", "H", "H", "C", "O", "C", "O", "O", "C", "H", "H", "H", "H", "H", "H", "C", "C", "O", "C", "O", "O", "F", "H", "H", "H", "C", "C", "O", "C", "O", "O", "F", "H", "H", "H", "C", "C", "O", "C", "O", "O", "F", "H", "H", "H", "C", "Cl", "Cl", "H", "H"], "xyz": [[-8.507, 22.511, 0.341], [-9.003, 22.015, 1.601], [-8.171, 22.149, 2.629], [-7.071, 22.632, 2.586], [-8.768, 21.670, 3.717], [-7.995, 21.530, 4.888], [-7.469, 22.228, 0.208], [-8.698, 23.582, 0.319], [-9.112, 22.049, -0.437], [-7.968, 22.421, 5.515], [-6.966, 21.205, 4.723], [-8.436, 20.729, 5.484], [-11.232, 19.542, 0.218], [-11.793, 19.640, 1.519], [-11.079, 19.209, 2.549], [-10.012, 18.630, 2.515], [-11.812, 19.454, 3.631], [-11.204, 19.318, 4.904], [-11.729, 20.302, -0.375], [-11.415, 18.563, -0.224], [-10.167, 19.714, 0.254], [-11.982, 19.331, 5.657], [-10.476, 20.110, 5.063], [-10.644, 18.379, 4.938], [-12.803, 17.955, 8.095], [-11.641, 16.992, 7.849], [-11.737, 16.098, 8.913], [-12.682, 16.532, 9.816], [-13.062, 15.876, 10.717], [-13.090, 17.775, 9.482], [-10.422, 17.601, 7.824], [-13.684, 17.649, 7.532], [-12.518, 18.984, 7.895], [-11.792, 16.478, 6.898], [-15.896, 16.671, 2.561], [-14.949, 17.708, 3.125], [-15.375, 18.880, 2.474], [-16.730, 18.735, 2.277], [-17.455, 19.570, 1.882], [-17.089, 17.458, 2.589], [-13.638, 17.456, 2.892], [-15.896, 15.741, 3.114], [-15.618, 16.510, 1.515], [-15.102, 17.845, 4.202], [-7.607, 18.980, -0.029], [-6.311, 18.240, -0.338], [-6.092, 18.460, -1.681], [-7.221, 18.940, -2.264], [-7.329, 19.274, -3.389], [-8.206, 19.045, -1.340], [-6.542, 16.908, -0.073], [-7.429, 20.022, 0.254], [-8.239, 18.518, 0.722], [-5.500, 18.558, 0.313], [-7.900, 17.673, 4.728], [-7.029, 17.754, 6.263], [-6.784, 17.280, 3.406], [-8.726, 16.977, 4.795], [-8.247, 18.664, 4.471]]}



no.,strongest force on any atom (Eh/bohr)
1,0.0454
2,0.0509
3,0.1097
4,0.0331
5,0.0745
6,0.1318
7,0.0941
8,0.0370